{
  "formula": "C46H44N9OS3Sn",
  "method": "ωB97M-V/def2-TZVPD",
  "homo_ev": -16.4,
  "charge": 3,
  "lumo_energy_ev": -7.600,
  "de_lowest_ev": 0.000,
  "gap_ev": 8.8,
  "mol_weight_g_mol": 953.83,
  "species": ["Sn", "N", "C", "N", "C", "N", "C", "C", "N", "C", "C", "N", "H", "H", "H", "H", "H", "N", "S", "N", "S", "N", "S", "N", "C", "C", "C", "C", "C", "C", "C", "C", "C", "C", "C", "C", "C", "C", "C", "C", "C", "C", "C", "C", "C", "C", "C", "C", "C", "C", "C", "C", "C", "C", "C", "C", "C", "C", "C", "C", "H", "H", "H", "H", "H", "H", "H", "H", "H", "H", "H", "H", "H", "H", "H", "H", "H", "H", "H", "H", "H", "H", "H", "H", "H", "H", "H", "H", "H", "H", "C", "C", "C", "C", "O", "H", "H", "H", "H", "H", "H", "H", "H", "H"],
  "positions_angstrom": [[0.273, -1.869, 1.344], [-0.536, -3.068, 5.523], [-0.382, -2.065, 4.659], [-0.103, -2.589, 3.482], [-0.116, -3.934, 3.689], [-0.381, -4.257, 4.926], [0.073, -4.826, 2.562], [0.155, -6.215, 2.651], [0.263, -6.952, 1.558], [0.298, -6.347, 0.379], [0.250, -4.961, 0.278], [0.136, -4.220, 1.375], [-0.762, -3.031, 6.507], [-0.467, -1.014, 4.879], [0.135, -6.720, 3.609], [0.364, -6.979, -0.497], [0.293, -4.432, -0.664], [-0.444, -2.089, -0.553], [-0.356, -1.092, -1.671], [0.180, 0.386, -1.267], [-0.638, 1.685, -0.963], [-1.535, 1.650, 0.313], [-1.026, 1.134, 1.770], [-0.918, -0.346, 2.005], [0.414, 2.071, 2.242], [1.585, 1.417, 2.589], [2.667, 2.178, 3.008], [2.560, 3.559, 3.085], [1.366, 4.196, 2.763], [0.277, 3.451, 2.346], [-2.307, 1.743, 2.834], [-1.988, 1.866, 4.181], [-2.955, 2.337, 5.051], [-4.216, 2.676, 4.571], [-4.518, 2.540, 3.223], [-3.557, 2.074, 2.338], [-1.673, 2.216, -2.299], [-1.005, 2.487, -3.488], [-1.736, 2.960, -4.561], [-3.107, 3.158, -4.433], [-3.751, 2.887, -3.233], [-3.033, 2.417, -2.144], [0.589, 2.958, -0.897], [0.096, 4.257, -0.833], [0.998, 5.304, -0.814], [2.364, 5.042, -0.854], [2.834, 3.737, -0.922], [1.943, 2.674, -0.950], [0.826, -1.556, -2.909], [0.871, -2.902, -3.253], [1.777, -3.315, -4.214], [2.631, -2.391, -4.806], [2.571, -1.049, -4.454], [1.655, -0.618, -3.507], [-1.956, -1.089, -2.442], [-3.057, -1.274, -1.618], [-4.304, -1.407, -2.204], [-4.431, -1.366, -3.588], [-3.317, -1.180, -4.396], [-2.061, -1.044, -3.826], [1.656, 0.337, 2.546], [3.586, 1.685, 3.299], [3.406, 4.146, 3.419], [1.277, 5.270, 2.854], [-0.674, 3.924, 2.135], [-0.995, 1.614, 4.536], [-2.725, 2.444, 6.102], [-4.965, 3.055, 5.253], [-5.503, 2.797, 2.859], [-3.766, 1.970, 1.282], [0.067, 2.344, -3.564], [-1.236, 3.185, -5.493], [-3.673, 3.535, -5.274], [-4.816, 3.050, -3.140], [-3.509, 2.215, -1.194], [-0.973, 4.436, -0.809], [0.638, 6.324, -0.778], [3.068, 5.864, -0.837], [3.897, 3.543, -0.971], [2.284, 1.647, -1.006], [0.198, -3.605, -2.779], [1.814, -4.356, -4.505], [3.346, -2.722, -5.547], [3.240, -0.337, -4.918], [1.587, 0.425, -3.228], [-2.925, -1.341, -0.545], [-5.175, -1.564, -1.583], [-5.405, -1.493, -4.042], [-3.416, -1.167, -5.473], [-1.178, -0.924, -4.441], [4.542, -1.835, 1.730], [3.319, -1.768, 0.810], [3.399, -0.539, -0.089], [3.223, -3.039, -0.027], [2.202, -1.658, 1.704], [5.454, -1.841, 1.133], [4.511, -2.745, 2.329], [4.561, -0.975, 2.399], [4.271, -0.606, -0.738], [3.478, 0.368, 0.515], [2.502, -0.471, -0.712], [4.150, -3.203, -0.574], [2.400, -2.959, -0.747], [3.050, -3.897, 0.626]],
  "forces_ev_per_angstrom": [[0.353, -0.354, 0.315], [-0.014, 0.280, -0.086], [0.034, 0.039, 0.169], [0.077, -0.036, -0.829], [-0.058, 0.283, 0.377], [0.062, -0.293, -0.093], [0.071, -0.546, -0.114], [-0.018, 0.292, -0.025], [0.016, -0.251, -0.041], [-0.023, 0.154, 0.130], [0.003, -0.137, -0.157], [0.031, 0.680, -0.039], [0.016, 0.037, 0.044], [-0.037, -0.041, 0.083], [-0.032, 0.034, 0.009], [0.028, 0.062, -0.031], [-0.006, -0.045, 0.040], [0.407, 0.124, 0.506], [-0.173, -0.101, 0.307], [-0.134, 0.103, -0.312], [0.100, -0.205, 0.223], [-0.080, 0.263, -0.149], [-0.112, -0.649, 0.317], [0.554, 0.163, -0.337], [-0.282, 0.065, -0.009], [-0.142, -0.173, -0.083], [0.032, 0.037, 0.034], [0.041, -0.034, -0.001], [-0.053, 0.022, -0.046], [0.015, 0.065, -0.030], [0.110, 0.251, -0.276], [0.047, -0.086, 0.012], [0.002, -0.054, 0.011], [-0.004, 0.005, -0.021], [-0.041, -0.040, 0.030], [0.059, -0.052, -0.131], [0.005, -0.105, 0.227], [0.093, -0.100, -0.026], [0.054, -0.035, -0.022], [-0.029, -0.017, 0.042], [-0.087, 0.012, -0.058], [-0.009, -0.148, 0.207], [-0.009, -0.085, -0.048], [-0.084, -0.016, 0.010], [-0.022, -0.007, 0.012], [0.013, -0.028, 0.016], [0.056, 0.055, -0.008], [-0.056, -0.224, 0.055], [-0.122, 0.257, 0.043], [-0.112, -0.069, 0.076], [-0.002, 0.006, -0.003], [-0.004, -0.019, 0.025], [0.036, -0.008, -0.029], [-0.049, 0.056, 0.025], [0.351, 0.053, -0.220], [0.019, 0.040, 0.185], [-0.030, 0.048, 0.029], [0.013, 0.043, -0.040], [0.033, 0.011, -0.055], [0.045, 0.144, -0.014], [0.109, 0.093, -0.001], [0.015, 0.005, -0.027], [-0.005, -0.008, 0.012], [0.008, -0.005, 0.010], [0.033, 0.055, -0.050], [-0.013, 0.068, 0.033], [-0.002, 0.026, -0.003], [-0.001, -0.011, 0.004], [0.008, 0.023, 0.000], [-0.049, 0.037, 0.049], [-0.033, 0.045, -0.057], [-0.011, 0.000, 0.003], [-0.005, 0.003, 0.012], [0.015, 0.010, 0.004], [-0.035, -0.001, -0.044], [0.040, 0.083, -0.013], [0.006, -0.004, 0.010], [-0.003, -0.002, -0.031], [0.000, 0.008, 0.027], [0.012, 0.140, -0.016], [-0.007, -0.017, -0.063], [0.021, -0.002, 0.010], [-0.006, 0.010, -0.010], [-0.017, 0.003, -0.015], [0.081, -0.032, -0.015], [-0.059, -0.022, -0.032], [0.009, -0.001, -0.006], [0.004, -0.005, 0.012], [-0.027, 0.010, 0.016], [-0.056, -0.014, -0.050], [-0.223, -0.052, -0.190], [0.663, -0.088, -0.140], [-0.125, -0.134, 0.160], [-0.206, 0.167, 0.187], [-1.333, -0.035, 0.107], [0.020, 0.008, 0.050], [0.022, 0.016, 0.033], [0.026, 0.017, -0.005], [-0.004, 0.031, -0.039], [0.025, -0.012, 0.006], [0.065, -0.012, -0.015], [-0.031, -0.034, -0.073], [0.053, -0.059, -0.039], [0.064, -0.034, -0.035]],
  "mulliken_charge": [2.667, 0.164, -0.364, 0.042, 0.106, -0.658, 0.349, -0.524, -0.485, -0.395, -0.251, 0.231, 0.217, 0.475, 0.501, 0.421, 0.317, -0.956, 2.133, -0.125, 1.549, -0.219, 1.544, -0.689, 0.508, -0.089, -0.982, -0.838, -0.926, -0.334, 0.036, -0.406, -0.966, -0.576, -0.806, -0.209, 0.606, -0.869, -0.766, -0.669, -0.842, -0.086, 0.375, -1.040, -0.805, -0.697, -0.857, 0.131, 0.459, -0.804, -0.942, -0.744, -0.915, -0.009, 0.208, -0.497, -0.799, -0.704, -1.029, -0.225, 0.451, 0.558, 0.474, 0.520, 0.526, 0.579, 0.462, 0.444, 0.475, 0.365, 0.279, 0.524, 0.474, 0.536, 0.485, 0.559, 0.498, 0.483, 0.558, 0.317, 0.384, 0.515, 0.462, 0.527, 0.305, 0.451, 0.520, 0.469, 0.511, 0.634, -1.797, 1.614, -1.253, -1.450, -0.432, 0.411, 0.413, 0.335, 0.558, 0.368, -0.006, 0.514, 0.098, 0.339]
}

=====

{
  "formula": "C3H7N3O3Si",
  "method": "ωB97M-V/def2-TZVPD",
  "homo_ev": [-7.7, -7.7],
  "lumo_energy_ev": [-0.724, -0.724],
  "de_lowest_ev": 1.622,
  "gap_ev": [6.9, 6.9],
  "mol_weight_g_mol": 161.19,
  "species": ["C", "C", "C", "N", "N", "N", "O", "O", "O", "Si", "H", "H", "H", "H", "H", "H", "H"],
  "positions_angstrom": [[-0.008, 2.772, 0.248], [1.391, -2.170, 0.973], [-3.152, -1.004, -0.116], [1.090, 2.982, -0.319], [2.505, -1.633, 0.774], [-1.975, -0.915, -0.616], [1.764, 1.916, -0.860], [2.510, -0.408, 0.138], [-0.975, -0.171, -0.169], [1.647, 0.325, -0.999], [-0.497, 3.642, 0.657], [-0.481, 1.795, 0.342], [0.447, -1.739, 0.652], [1.398, -3.106, 1.506], [-3.820, -1.676, -0.628], [-3.502, -0.471, 0.768], [1.659, -0.141, -2.352]],
  "forces_ev_per_angstrom": [[-0.389, -0.829, 0.171], [-0.839, 0.239, -0.208], [1.267, 0.793, 0.457], [0.411, 1.800, 0.199], [1.234, -1.056, 0.494], [0.289, -1.158, -1.661], [-0.114, -1.140, -0.506], [-0.609, 0.783, -0.384], [0.548, 0.906, 0.899], [-1.817, -0.071, 1.045], [0.055, 0.199, -0.026], [-0.111, -0.231, -0.048], [-0.219, 0.167, -0.035], [0.195, -0.161, 0.060], [-0.094, -0.080, -0.083], [0.112, 0.127, 0.071], [0.079, -0.289, -0.442]],
  "mulliken_charge": [-0.130, -0.071, -0.361, -0.217, -0.261, -0.518, -0.020, -0.011, -0.363, 0.502, 0.273, 0.208, 0.132, 0.274, 0.278, 0.295, -0.010]
}

=====

{
  "formula": "C5H6N",
  "method": "ωB97M-V/def2-TZVPD",
  "homo_ev": -15.4,
  "charge": 1,
  "lumo_energy_ev": -7.783,
  "de_lowest_ev": 8.822,
  "gap_ev": 7.7,
  "mol_weight_g_mol": 80.11,
  "species": ["C", "C", "C", "C", "C", "N", "H", "H", "H", "H", "H", "H"],
  "positions_angstrom": [[3.714, -0.141, -0.029], [2.279, 0.377, -0.095], [-1.306, 0.036, 0.671], [-1.200, -0.153, -0.793], [0.023, -0.545, 0.150], [1.025, 0.446, 0.079], [-1.423, 1.066, 1.174], [-1.818, -0.733, 1.348], [-1.569, -0.946, -1.229], [-0.906, 0.746, -1.467], [0.428, -1.627, 0.095], [0.755, 1.473, 0.099]],
  "forces_ev_per_angstrom": [[-6.298, 2.359, -0.364], [5.965, -3.227, 0.655], [-0.952, -0.668, 2.086], [3.534, 5.259, 1.886], [-0.318, -0.525, -0.843], [1.507, 2.219, -0.534], [0.799, -1.638, -1.103], [0.387, 1.087, -1.496], [-2.117, -3.872, -2.308], [-1.075, -1.659, 1.243], [-0.944, 2.057, 0.638], [-0.489, -1.392, 0.139]],
  "mulliken_charge": [-0.057, 0.325, -0.554, -0.433, 0.020, -0.159, 0.235, 0.277, 0.329, 0.205, 0.441, 0.371]
}